[1]
One molecule with the formula C4H13N5 in a non-equilibrium geometry, computed with ωB97M-V/def2-TZVPD.

LUMO energy in eV: 1.0
Electronic energy in Eh: -433.912676
Frontier orbital gap in eV: 9.2
SMILES: C/N=C(\N)N(C)N(C)N

Geometry as XYZ:
```
22
C4H13N5 | the OMol25 dataset | ωB97M-V/def2-TZVPD
H 2.857 -0.820 1.890
C 0.797 0.049 0.460
C 2.254 -0.011 2.318
H -1.121 -0.731 1.876
N -1.373 1.494 -1.361
C -1.187 -0.666 -2.233
N 1.821 0.032 -0.471
H -2.229 -0.919 -1.998
H 2.635 0.572 -0.222
C -1.552 -0.578 0.888
H -0.880 2.216 -0.842
N -0.447 -0.313 0.007
H -2.243 0.269 0.958
N -0.622 0.305 -1.311
H 2.122 -0.230 3.380
N 0.945 0.114 1.739
H -2.105 -1.453 0.536
H -0.572 -1.564 -2.198
H -1.137 -0.248 -3.236
H -2.317 1.384 -0.978
H 2.822 0.924 2.223
H 1.530 0.174 -1.427
```

[2]
A 2-piece molecular cluster, C4H13NO overall in a non-equilibrium geometry, computed with ωB97M-V/def2-TZVPD.

LUMO energy in eV: 0.9
Electronic energy in Eh: -290.163307
Frontier orbital gap in eV: 10.0
SMILES: CCO.CNC

Geometry as XYZ:
```
19
C4H13NO | the OMol25 dataset | ωB97M-V/def2-TZVPD
O -0.880 0.154 0.525
H 2.062 -0.245 -0.215
H 0.938 2.426 -0.253
C 1.019 0.119 -1.968
H -2.713 -0.361 2.417
H 2.422 1.869 0.520
H -0.409 -1.396 1.810
H -1.141 -1.900 0.287
C 1.817 1.794 -0.381
H -2.664 -2.106 2.198
H 0.655 -0.908 -2.024
H 0.205 0.783 -2.255
C -1.156 -1.105 1.054
H 1.857 0.236 -2.661
C -2.535 -1.150 1.684
N 1.393 0.414 -0.590
H 0.061 0.239 0.145
H -3.320 -1.059 0.930
H 2.388 2.196 -1.225
```

[3]
A 2-piece molecular cluster, C4H13NO overall in a non-equilibrium geometry, computed with ωB97M-V/def2-TZVPD.

LUMO energy in eV: 0.9
Electronic energy in Eh: -290.164577
Frontier orbital gap in eV: 10.6
SMILES: CCCCN.O

Geometry as XYZ:
```
19
C4H13NO | the OMol25 dataset | ωB97M-V/def2-TZVPD
H -1.401 -0.766 1.170
H -1.305 0.482 -3.192
N 0.321 -0.271 2.267
H 0.114 1.705 -1.598
H 2.762 -1.003 0.848
C -0.694 1.092 -1.176
H 1.772 -2.089 0.357
C -1.146 0.040 -2.219
H 0.827 1.221 0.313
H 0.644 0.617 2.643
H -0.216 -0.529 -2.431
H -0.109 -0.724 3.066
H 0.848 -0.333 -0.379
H -1.330 0.856 1.426
C -0.651 0.007 1.201
H -1.842 -0.682 -1.809
O 2.696 -1.864 0.399
H -1.433 1.815 -0.821
C 0.143 0.426 -0.065
```

[4]
A 2-piece molecular cluster, C4H13NO overall in a non-equilibrium geometry, computed with ωB97M-V/def2-TZVPD.

LUMO energy in eV: 0.9
Electronic energy in Eh: -290.062725
Frontier orbital gap in eV: 8.7
SMILES: CCN(C)C.O

Geometry as XYZ:
```
19
C4H13NO | the OMol25 dataset | ωB97M-V/def2-TZVPD
H 0.170 -2.061 0.681
H -0.159 1.269 -2.135
H -1.261 -1.282 -1.638
C 0.604 -1.078 0.275
H 1.209 0.122 1.966
C 1.686 -0.256 1.062
N -0.414 -0.116 -0.061
H -0.636 0.547 2.024
H 1.981 0.669 0.314
C -0.860 0.835 1.001
H 2.576 -0.624 1.477
H -0.341 1.813 0.982
O 0.741 1.338 -2.154
H 0.838 -1.447 -0.769
C -1.571 -0.613 -0.842
H 1.449 0.990 -1.827
H -2.321 0.132 -1.160
H -1.887 1.092 0.879
H -1.805 -1.329 -0.077
```

Values of energy above the lowest of the compared OMol25 structures with the same formula, charge and spin, in order: 150.9 88.3 85.0 352.4, all in kJ/mol.